Molecular formula: C38H52Cl2F3N4O2
Method: DFT, wB97M-V/def2-TZVPD

Element x y z (Å)
C1 -4.309 -1.993 -1.631
H1 -2.335 6.511 0.512
Cl1 -0.247 4.980 2.164
H2 6.496 -0.800 0.154
H3 -5.642 -2.467 0.812
H4 -1.979 0.649 -3.007
H5 -2.280 -0.326 -5.323
H6 -2.022 6.624 -1.283
F1 1.037 -1.427 1.124
H7 2.587 4.354 -0.047
C2 -0.524 0.170 -0.649
C3 8.447 -2.911 -2.323
H8 -8.262 -4.644 6.924
H9 -3.400 -1.674 -5.459
C4 3.257 -0.863 -0.904
Cl2 3.262 5.774 -2.383
H10 0.929 2.409 -1.560
H11 1.213 4.534 -2.252
C5 -2.697 -0.307 -1.249
H12 3.818 -4.629 -1.459
F2 -0.846 -0.734 1.888
C6 0.395 0.752 0.470
C7 -1.359 4.747 -0.372
C8 7.071 -1.417 -0.530
N1 6.813 -1.221 -1.828
H13 2.368 1.979 3.037
C9 1.811 1.126 -0.023
H14 -5.017 -2.743 -1.296
H15 3.469 2.743 -3.181
H16 3.873 -2.363 -2.343
C10 8.697 -3.094 -0.974
H17 -4.215 -3.230 6.837
C11 2.556 3.597 -0.834
C12 -4.217 -1.832 -2.995
C13 -7.456 -4.091 6.462
C14 -3.266 -0.683 -5.013
C15 2.820 2.276 2.089
H18 3.094 1.094 -1.742
C16 0.287 3.035 0.313
O1 2.346 -3.147 -1.194
C17 -5.207 -3.303 6.414
H19 8.972 -3.486 -3.072
C18 7.502 -1.966 -2.693
H20 2.673 3.919 -4.333
H21 4.150 -3.402 -0.231
H22 -0.408 -0.915 -0.761
H23 -5.216 -0.217 1.697
H24 3.534 3.118 -0.937
C19 2.599 3.369 -3.396
H25 3.227 3.288 1.984
H26 -2.689 -1.734 1.160
H27 -4.788 -2.433 -3.697
H28 -0.239 0.656 -1.588
C20 2.279 4.281 -2.196
H29 -4.284 -3.536 0.622
C21 0.412 -0.342 1.563
H30 4.319 -0.622 -1.113
H31 -1.891 2.880 1.571
H32 3.898 0.959 0.830
H33 -6.006 -4.535 7.983
H34 3.217 -1.158 0.148
O2 -1.900 0.459 -0.390
C22 -4.136 -0.195 1.519
H35 0.695 5.146 0.031
H36 -3.637 -0.143 2.496
C23 2.412 0.402 -1.243
H37 -0.716 6.792 -0.130
H38 -8.620 -3.450 4.768
C24 1.425 2.572 -0.590
C25 3.351 -4.016 -0.677
H39 2.270 -1.743 -2.679
C26 -5.511 -2.671 5.219
C27 -3.677 -1.475 0.764
C28 -7.655 -3.424 5.263
C29 -2.640 -0.127 -2.610
H40 1.749 2.678 -3.515
H41 -4.630 -2.861 2.213
C30 -3.561 -1.256 -0.741
H42 -2.217 4.204 0.037
C31 -0.058 4.481 0.448
H43 7.279 -1.788 -3.739
C32 -3.367 -0.866 -3.509
C33 -4.610 -2.626 1.146
H44 9.428 -3.821 -0.643
C34 2.936 -2.045 -1.860
C35 -1.666 6.274 -0.313
H45 -4.762 -2.091 4.690
H46 -1.830 1.268 1.818
H47 -3.915 0.727 0.969
N2 -6.712 -2.721 4.636
C36 -6.204 -4.027 7.047
C37 7.996 -2.331 -0.055
H48 -4.066 -0.017 -5.347
H49 1.679 0.106 -1.999
F3 0.957 0.095 2.705
N3 -0.237 2.014 0.896
H50 2.879 -4.624 0.096
C38 2.916 1.420 0.989
N4 -1.266 2.117 1.805
H51 -1.167 4.428 -1.403
H52 8.163 -2.443 1.008

Net charge: +1
Energy, eV: -83491.1136
HOMO, eV: -10.75

=====

Molecular formula: C38H52CrGeN3OP2S3SeSi2
Method: DFT, wB97M-V/def2-TZVPD

Element x y z (Å)
C1 -3.410 -3.757 1.308
Cr1 -0.237 -0.572 -0.861
C2 4.375 -2.541 -3.447
C3 1.193 4.093 1.512
C4 -1.599 1.761 -2.380
H1 -1.686 -2.790 3.817
H2 -0.559 0.213 -4.542
N1 -1.336 -1.527 0.650
H3 3.308 -0.941 -1.176
H4 2.842 3.325 -0.231
S1 1.209 -2.498 -0.893
H5 -0.955 -4.325 3.375
C5 6.024 -0.243 -5.096
H6 -0.016 -2.842 3.264
O1 -2.060 2.618 -3.062
C6 0.412 5.948 0.191
C7 0.204 3.275 0.976
H7 -5.204 -0.859 1.462
S2 -1.031 -2.042 -2.617
H8 -3.910 1.904 0.142
C8 -3.417 -0.666 4.872
H9 -5.349 -1.049 5.729
H10 2.358 2.332 -1.596
C9 3.681 -0.569 -0.227
C10 -4.698 -0.816 2.418
H11 -6.490 -1.142 3.548
C11 1.292 5.420 1.123
H12 0.343 -4.529 0.554
C12 -5.182 1.226 -1.457
C13 -0.576 5.141 -0.350
H13 -4.131 -3.047 1.698
H14 1.172 0.646 6.811
C14 0.231 2.341 4.032
C15 3.014 2.374 -0.727
H15 3.701 0.747 -2.725
H16 4.708 -0.232 -0.371
H17 -1.447 3.177 -0.344
N2 -1.123 0.935 -1.687
C16 -3.322 -0.615 2.458
C17 -0.735 -4.559 0.432
C18 0.433 0.659 -4.537
C19 -3.925 -1.225 -1.114
C20 3.256 -1.436 -6.263
H18 3.038 1.377 -4.236
H19 4.545 1.520 1.907
C21 0.353 -3.033 -2.287
H20 3.539 0.337 2.731
P1 -2.276 -0.238 0.985
S3 0.820 -4.299 -3.239
H21 5.933 0.658 -5.697
H22 -1.275 5.536 -1.075
H23 1.469 -1.150 5.130
C22 -4.782 -0.908 4.817
C23 -5.533 0.146 -2.254
C24 -4.212 1.076 -0.485
C25 1.136 -0.166 4.820
H24 -5.658 2.187 -1.611
Si1 2.640 0.885 0.429
H25 0.337 2.860 6.107
H26 -3.418 -2.174 -0.996
H27 -1.098 -5.488 0.873
Si2 -1.607 -3.106 1.302
C26 0.498 2.084 5.366
C27 -1.006 -3.268 3.118
H28 -3.441 -4.641 1.943
H29 4.830 -3.376 -3.977
H30 0.494 6.985 -0.109
C28 -1.759 1.360 1.228
H31 2.243 -1.726 -5.989
H32 -6.298 0.260 -3.012
H33 -3.735 -4.060 0.315
Se1 1.419 -0.297 -3.161
H34 -0.943 -4.597 -0.634
C29 0.469 1.360 3.073
N3 0.942 0.551 0.470
C30 -2.702 -0.509 3.701
C31 -4.904 -1.076 -2.084
H35 0.989 -0.671 2.725
H36 3.047 2.016 2.683
H37 1.884 3.698 2.244
H38 -0.160 3.302 3.722
C32 0.959 0.838 5.765
H39 3.695 -1.412 0.460
C33 3.202 0.473 -3.651
C34 3.515 1.226 2.104
H40 4.954 -2.334 -2.550
H41 -2.924 -0.590 5.834
H42 6.606 -0.001 -4.210
H43 -1.642 -0.290 3.728
P2 -0.081 1.491 1.337
H44 3.374 -2.846 -3.142
H45 4.048 2.361 -1.072
H46 3.731 -2.283 -6.753
H47 2.064 6.053 1.548
H48 3.211 -0.604 -6.964
C35 -5.420 -0.973 3.590
H49 0.924 0.522 -5.501
H50 -5.170 -1.912 -2.720
H51 0.360 1.716 -4.283
C36 -3.583 -0.153 -0.299
C37 -0.672 3.821 0.044
C38 0.879 0.092 3.489
H52 6.582 -0.976 -5.674
Ge1 4.210 -0.952 -4.596

Net charge: -2
Energy, eV: -263895.5095
2S+1: 2
HOMO (alpha / beta), eV: -1.45 / -1.46

=====

Molecular formula: C38H52O36
Method: DFT, wB97M-V/def2-TZVPD

Element x y z (Å)
C1 -0.005 -1.810 0.018
O1 -1.601 3.681 -1.671
H1 -0.350 -6.058 -4.852
H2 -5.707 0.524 1.348
H3 -2.451 -1.718 2.308
C2 5.121 -2.885 3.073
O2 1.777 -5.152 0.965
C3 0.112 -4.292 -3.505
H4 -3.879 1.544 0.204
O3 1.980 2.089 6.036
C4 -0.866 -5.380 -4.173
C5 -2.050 -0.534 -5.846
O4 -2.047 -3.589 -7.453
O5 1.860 2.843 3.975
C6 1.803 -2.886 -4.292
H5 1.976 -6.742 3.469
O6 -0.268 -0.663 0.671
C7 -4.285 -0.373 -2.052
H6 5.484 2.768 3.059
C8 1.701 4.216 -2.677
C9 -2.793 -1.668 4.487
H7 -7.042 0.055 -1.612
C10 4.177 2.810 0.529
C11 0.840 -6.124 0.883
H8 -0.474 -3.767 -2.751
H9 1.627 -4.817 -1.910
C12 -1.604 0.263 4.439
O7 -1.230 -0.367 3.298
O8 -3.266 2.461 1.968
H10 -1.101 0.398 -2.611
O9 -0.838 3.445 0.464
O10 2.465 -3.767 -3.491
O11 -4.492 4.203 2.832
C13 -1.295 5.667 1.100
H11 1.071 0.407 5.547
O12 -1.434 -1.787 -6.246
O13 0.474 -6.470 2.178
O14 5.335 2.431 1.045
H12 0.845 3.628 -2.346
C14 -6.137 -1.288 -3.017
O15 3.494 2.185 -0.281
O16 -4.775 -0.886 -3.202
O17 -3.481 -1.829 -7.179
C15 0.172 0.431 -0.060
H13 -2.143 -0.328 -4.780
O18 3.795 3.974 1.114
C16 -2.298 -2.489 -6.983
O19 -0.136 -2.908 0.448
C17 1.541 -4.808 -2.997
O20 -5.300 2.081 2.532
H14 0.732 -5.591 3.947
C18 -3.646 1.313 1.244
O21 4.198 -0.759 3.332
H15 -6.982 -1.691 -1.126
H16 -2.551 -2.570 5.050
H17 -6.859 -0.871 -3.719
H18 3.137 -4.867 2.520
C19 1.813 3.180 5.294
H19 2.821 0.278 5.565
H20 0.288 1.492 -2.757
H21 -3.587 0.134 -7.233
H22 0.288 -0.123 -3.440
O22 2.286 -1.817 -4.691
O23 3.241 4.845 -5.685
C20 1.328 -5.945 3.106
O24 0.400 -1.525 -1.156
H23 -2.950 0.482 1.358
C21 2.622 4.907 -4.611
C22 3.867 -1.237 2.177
H24 1.536 -3.859 2.487
O25 0.551 -3.302 -4.471
H25 6.767 3.649 2.049
C23 -1.901 -1.607 3.243
O26 -1.695 5.288 -0.191
H26 -4.279 -0.749 -5.692
H27 -3.865 -1.732 4.299
O27 2.265 3.785 -3.915
H28 -0.685 1.082 -0.237
H29 -4.661 0.270 2.858
H30 1.105 1.214 3.350
O28 -5.205 -0.568 -1.130
C24 2.063 -4.803 2.347
H31 -1.589 -5.064 -4.925
H32 -1.295 4.023 2.385
H33 0.228 5.651 -3.312
H34 1.794 -5.747 -3.489
C25 -4.370 3.025 2.491
H35 -1.440 -5.874 -3.389
H36 1.359 6.196 -2.036
O29 -1.158 1.371 4.762
H37 -1.224 -2.451 3.106
O30 4.355 -2.504 1.984
C26 1.250 5.594 -2.939
H38 6.087 -3.257 2.733
H39 4.683 -3.729 3.605
H40 4.945 -1.739 4.949
H41 2.344 4.156 -1.799
C27 -1.381 4.087 -0.541
O31 -3.240 0.214 -1.881
H42 -1.617 0.332 -6.347
H43 5.477 5.256 1.426
H44 1.726 -0.082 -1.448
C28 -0.013 0.461 -2.570
C29 1.992 0.936 5.303
H45 4.371 4.760 2.779
H46 -0.512 6.424 1.135
O32 0.428 -6.695 -0.107
C30 4.852 4.467 1.846
C31 -4.899 0.881 1.988
C32 -3.514 -0.630 -6.459
H47 0.988 0.966 0.425
H48 6.189 -1.200 3.633
C33 2.009 1.491 3.892
H49 0.435 4.276 1.747
C34 -0.638 4.302 1.561
O33 1.754 4.345 5.785
O34 -2.488 -0.396 5.140
H50 -2.092 6.084 1.715
C35 5.766 3.221 2.109
C36 5.200 -1.571 3.903
O35 2.229 5.962 -3.920
H51 -6.017 -2.363 -3.150
C37 -6.472 -0.874 -1.636
C38 0.645 -0.112 -1.314
O36 3.182 -0.601 1.369
H52 2.924 1.383 3.311

Net charge: 0
Energy, eV: -113956.2663
SMILES: C[C@H]1COC(=O)O1.C[C@H]1COC(=O)O1.O=C1OCCO1.O=C1OCCO1.O=C1OCCO1.O=C1OCCO1.O=C1OCCO1.O=C1OCCO1.O=C1OCCO1.O=C1OCCO1.O=C1OCCO1.O=C1OCCO1
HOMO, eV: -9.93

=====

Molecular formula: C38H53BrNP3V
Method: DFT, wB97M-V/def2-TZVPD

Element x y z (Å)
H1 5.024 5.388 -3.377
H2 -2.609 3.650 -0.519
H3 -3.357 3.293 1.544
H4 5.052 -0.687 3.869
C1 -0.242 3.845 0.991
C2 -2.809 -1.603 3.578
C3 0.468 -0.487 -2.996
C4 4.090 -2.491 4.568
H5 -0.843 4.218 -2.192
H6 -0.192 3.835 3.180
P1 0.761 -1.496 1.470
C5 -4.207 -2.442 -1.342
C6 0.485 3.693 2.325
H7 0.695 -0.005 3.991
H8 -2.391 3.150 3.039
H9 -0.795 -2.744 -2.561
C7 -1.841 -1.793 2.597
H10 -4.134 0.480 -4.918
C8 -1.449 3.310 -2.319
H11 -2.266 3.550 -3.001
H12 0.279 -3.136 -0.265
C9 6.845 3.668 -1.272
H13 1.839 2.807 -1.536
H14 1.148 -3.728 3.372
H15 -4.206 -4.524 -0.669
H16 1.231 -3.867 1.044
H17 -2.494 0.807 1.061
H18 -2.810 -0.190 -2.822
V1 1.016 0.438 -0.650
H19 -3.797 -2.054 3.459
H20 -5.161 -0.295 -3.691
C10 2.011 -1.575 -1.463
H21 -1.290 1.116 2.287
C11 2.372 1.927 -1.194
H22 -0.339 -0.573 -3.714
C12 2.993 -3.345 4.424
C13 -2.512 -0.849 4.716
H23 -2.314 -5.198 -3.728
C14 3.235 -1.093 2.774
C15 4.522 3.043 -0.914
C16 0.397 -3.189 0.824
C17 3.546 2.105 -0.434
C18 -3.040 -0.892 -3.637
H24 -4.924 -1.618 -1.489
P2 -3.173 -2.500 -2.853
N1 6.536 4.490 -2.277
H25 0.890 1.599 -3.408
H26 -1.355 -4.045 -4.683
H27 -5.532 -3.537 -0.048
P3 -0.794 2.253 0.230
H28 1.267 4.458 2.417
C19 -1.462 -4.503 -3.693
H29 -0.823 2.541 -2.788
H30 2.884 -4.224 5.059
C20 5.251 4.691 -2.572
C21 2.344 0.748 -2.077
H31 -5.577 -4.105 -1.725
H32 4.847 -2.687 5.327
C22 -2.890 2.581 2.238
H33 3.774 1.471 0.426
C23 2.012 -3.065 3.472
H34 -3.697 2.002 2.710
H35 -2.735 2.005 -1.165
H36 -3.264 -0.737 5.500
C24 -1.928 1.614 1.547
C25 -1.653 -3.441 -2.593
H37 6.233 2.292 0.241
H38 3.179 4.236 -2.207
H39 -1.025 0.329 5.737
C26 2.116 -1.930 2.653
H40 -2.090 -2.392 1.721
H41 -2.192 -0.912 -4.337
C27 0.756 -1.450 -2.037
C28 -4.917 -3.734 -0.934
C29 -0.283 -0.453 3.868
H42 3.328 -0.216 2.119
H43 -1.142 4.465 1.101
C30 4.210 4.027 -1.911
H44 7.912 3.559 -1.066
C31 1.178 0.708 -2.873
H45 0.967 2.713 2.435
C32 5.892 2.958 -0.546
Br1 -1.516 -0.813 -0.789
H46 -4.621 -1.220 -5.118
H47 -1.717 -3.934 -1.609
C33 2.822 -0.431 -1.454
C34 -2.037 2.841 -0.997
C35 4.206 -1.365 3.746
H48 3.748 -0.382 -0.874
H49 -0.511 -3.607 1.260
C36 -4.320 -0.460 -4.380
C37 -1.259 -0.264 4.850
H50 -3.502 -2.148 -0.551
H51 0.400 4.333 0.246
H52 2.392 -2.475 -0.995
H53 -0.557 -5.090 -3.488
C38 -0.553 -1.244 2.742

Net charge: +4
Energy, eV: -165303.5493
2S+1: 2
HOMO (alpha / beta), eV: -18.32 / -18.32